1.
Molecular formula: C7H12BrN5
Method: DFT, ωB97M-V with the def2-TZVPD basis set

- Highest occupied orbital energy (spin up / spin down): -16.870 / -16.929 eV
- Relative energy (zero: lowest compared OMol25 entry of this formula, charge and spin): 0.7485 eV
- Calculated total energy: -3120.95868 Eh
- Net charge: +2

```
25
Properties=species:S:1:pos:R:3:nbo_charge:R:1
C 1.42 1.20 -0.99 -0.08
C 1.45 0.21 -0.11 0.08
C 1.61 -0.98 0.63 0.47
C -0.82 -1.64 0.90 0.62
C 0.36 2.23 -1.02 -0.53
C -0.92 1.63 -0.47 0.16
C -1.79 0.84 -1.53 -0.69
N -1.37 -0.47 0.73 -0.33
N 0.57 -1.79 0.93 -0.56
N -1.54 -2.73 1.19 -0.75
N 2.84 -1.12 1.07 -0.65
N -0.64 0.65 0.66 -0.27
Br -1.95 3.29 0.30 0.12
H 2.30 1.26 -1.76 0.32
H 0.84 3.10 -0.42 0.31
H 0.25 2.61 -2.05 0.30
H -2.50 0.11 -1.17 0.27
H -1.15 0.39 -2.35 0.24
H -2.37 1.55 -2.11 0.28
H 0.84 -2.71 1.21 0.44
H -2.55 -2.51 1.23 0.47
H -1.08 -3.69 1.36 0.45
H 3.56 -0.63 0.48 0.46
H 3.19 -1.86 1.70 0.46
H -0.55 1.05 1.59 0.44
```

2.
Molecular formula: C53H55Ge2O2P2S5SnTe
Method: DFT, ωB97M-V with the def2-TZVPD basis set

- Spin multiplicity: 2
- Highest occupied orbital energy (spin up / spin down): -1.495 / -1.537 eV
- Calculated total energy: -9513.00619 Eh
- Net charge: -2

```
121
Properties=species:S:1:pos:R:3:lowdin_spin:R:1
Sn -0.30 -0.22 -1.22 0.00
O -3.89 1.92 -7.01 0.00
C -3.29 1.60 -6.01 0.00
S -2.20 0.22 -5.91 0.00
C -1.75 0.39 -4.22 0.00
C -2.32 1.41 -3.54 0.00
S -2.10 1.77 -1.86 0.00
S -3.40 2.44 -4.47 0.00
S -0.59 -0.78 -3.64 0.00
C 4.78 -0.23 -1.07 0.02
C 3.72 0.58 -1.83 0.00
P 2.89 1.73 -0.65 0.01
C 4.37 2.77 -0.23 0.00
C 4.83 2.75 1.09 0.00
C 5.96 3.48 1.46 0.00
C 6.64 4.22 0.51 0.00
C 6.20 4.24 -0.81 0.00
C 5.07 3.52 -1.17 0.00
C 2.02 2.86 -1.80 0.00
C 1.89 4.23 -1.52 0.00
C 1.09 5.04 -2.31 0.00
C 0.41 4.51 -3.40 0.00
C 0.55 3.16 -3.70 0.00
C 1.35 2.35 -2.91 0.00
C 4.46 -1.71 -0.95 0.28
P 2.71 -2.17 0.06 0.36
C 3.45 -3.88 0.29 0.00
C 3.20 -4.93 -0.58 0.00
C 3.77 -6.19 -0.38 0.00
C 4.61 -6.41 0.71 0.00
C 4.88 -5.36 1.58 0.00
C 4.31 -4.11 1.37 0.00
C 1.61 -2.59 1.62 0.19
C 0.60 -3.55 1.56 0.02
C 0.04 -4.04 2.73 0.01
C 0.47 -3.57 3.97 -0.01
C 1.44 -2.58 4.03 0.00
C 2.02 -2.11 2.85 0.02
H 4.88 0.18 -0.06 0.01
H 5.76 -0.12 -1.54 0.01
H 2.96 -0.11 -2.22 0.00
H 4.13 1.15 -2.66 0.00
H 4.29 2.17 1.83 0.00
H 6.30 3.46 2.49 0.00
H 7.52 4.79 0.80 0.00
H 6.73 4.82 -1.55 0.00
H 4.72 3.54 -2.20 0.00
H 2.43 4.65 -0.68 0.00
H 0.99 6.09 -2.07 0.00
H -0.25 5.14 -3.98 0.00
H 0.02 2.74 -4.55 0.00
H 1.42 1.29 -3.15 0.00
H 4.31 -2.19 -1.93 0.02
H 5.25 -2.22 -0.41 0.01
H 2.54 -4.76 -1.43 0.00
H 3.56 -6.99 -1.07 0.00
H 5.04 -7.39 0.88 0.00
H 5.54 -5.51 2.42 0.00
H 4.53 -3.30 2.06 0.00
H 0.26 -3.91 0.60 0.00
H -0.73 -4.80 2.68 0.00
H 0.03 -3.96 4.88 0.00
H 1.77 -2.20 4.99 0.00
H 2.80 -1.35 2.89 0.01
O 0.92 1.55 2.20 0.00
H 0.45 0.72 2.32 0.00
H 1.33 1.47 1.32 0.00
S 1.42 -2.41 -1.50 0.02
C -1.90 3.48 1.79 0.00
Te -0.58 3.67 0.09 0.00
C 0.41 5.00 1.50 0.00
C -0.69 5.58 2.34 0.00
C -0.61 6.82 2.97 0.00
C -1.65 7.29 3.76 0.00
C -2.79 6.51 3.93 0.00
C -2.89 5.28 3.29 0.00
C -1.85 4.81 2.50 0.00
H -1.51 2.69 2.44 0.00
H -2.91 3.21 1.47 0.00
H 1.00 5.78 1.01 0.00
H 1.09 4.41 2.13 0.00
H 0.28 7.42 2.82 0.00
H -1.57 8.25 4.24 0.00
H -3.61 6.87 4.54 0.00
H -3.78 4.67 3.41 0.00
C -2.55 -3.95 -3.55 0.00
Ge -2.98 -3.92 -1.62 0.00
C -4.83 -4.67 -1.51 0.00
C -1.76 -5.30 -0.88 0.00
Ge -2.52 -1.73 -0.54 0.00
C -2.85 -2.08 1.40 0.00
C -2.47 -1.12 2.34 0.00
C -2.73 -1.28 3.69 0.00
C -3.37 -2.42 4.14 0.00
C -3.75 -3.40 3.23 0.00
C -3.49 -3.23 1.88 0.00
C -4.20 -0.73 -0.93 0.00
C -4.77 0.14 0.00 0.00
C -5.84 0.96 -0.34 0.00
C -6.37 0.92 -1.62 0.00
C -5.82 0.06 -2.56 0.00
C -4.76 -0.76 -2.21 0.00
H -2.68 -4.95 -3.97 0.00
H -1.52 -3.63 -3.70 0.00
H -3.18 -3.25 -4.12 0.00
H -4.93 -5.48 -2.24 0.00
H -5.57 -3.90 -1.73 0.00
H -5.04 -5.07 -0.52 0.00
H -1.96 -6.29 -1.31 0.00
H -1.83 -5.37 0.21 0.00
H -0.73 -5.02 -1.13 0.00
H -1.96 -0.22 1.99 0.00
H -2.42 -0.52 4.40 0.00
H -3.56 -2.56 5.20 0.00
H -4.25 -4.30 3.58 0.00
H -3.80 -3.99 1.17 0.00
H -4.36 0.20 1.00 0.00
H -6.26 1.64 0.39 0.00
H -7.20 1.57 -1.89 0.00
H -6.22 0.04 -3.57 0.00
H -4.31 -1.41 -2.96 0.00
```

3.
Molecular formula: C3H6N2OS2
Method: DFT, ωB97M-V with the def2-TZVPD basis set

- Structure (SMILES): CN/C(=N/S)SC=O
- Highest occupied orbital energy: -8.433 eV
- Relative energy (zero: lowest compared OMol25 entry of this formula, charge and spin): 1.9360 eV
- Calculated total energy: -1099.00277 Eh

```
14
Properties=species:S:1:pos:R:3:nbo_charge:R:1
C -2.23 -0.55 0.16 -0.41
N -0.98 -0.96 -0.38 -0.60
C 0.02 -0.07 -0.46 0.30
N -0.11 1.16 -0.11 -0.67
S 1.14 2.31 -0.44 0.16
S 1.60 -0.79 -1.06 0.19
C 2.62 -0.41 0.30 0.24
O 3.75 -0.83 0.35 -0.51
H -2.09 -0.27 1.24 0.20
H -2.59 0.32 -0.35 0.22
H -2.92 -1.37 0.08 0.21
H -0.73 -1.92 -0.55 0.41
H 0.43 3.30 0.09 0.12
H 2.08 0.07 1.12 0.15
```

4.
Molecular formula: C2H6IP
Method: DFT, ωB97M-V with the def2-TZVPD basis set

- Highest occupied orbital energy: -9.347 eV
- Relative energy (zero: lowest compared OMol25 entry of this formula, charge and spin): 0.0000 eV
- Calculated total energy: -718.80184 Eh

```
10
Properties=species:S:1:pos:R:3:nbo_charge:R:1
C 1.53 -0.41 0.02 -0.93
C -1.19 0.53 0.26 -0.90
P -0.21 -1.02 0.05 0.60
I -3.24 0.10 -0.08 0.11
H 1.95 -0.11 0.96 0.22
H 1.29 0.48 -0.58 0.22
H 2.20 -1.19 -0.41 0.24
H -1.13 0.89 1.35 0.24
H -1.08 1.54 -0.27 0.24
H -0.12 -0.81 -1.30 -0.06
```

5.
Molecular formula: CH3BrOS
Method: DFT, ωB97M-V with the def2-TZVPD basis set

- Highest occupied orbital energy (spin up / spin down): -9.400 / -7.430 eV
- Relative energy (zero: lowest compared OMol25 entry of this formula, charge and spin): 2.7350 eV
- Calculated total energy: -3087.21258 Eh

```
7
Properties=species:S:1:pos:R:3:nbo_charge:R:1
C 0.17 0.56 1.05 -0.06
O -0.87 1.03 0.35 -0.68
S 0.63 -0.80 -2.87 -0.05
Br 0.30 -1.89 -1.05 0.00
H -1.48 0.40 0.09 0.48
H 0.09 -0.36 1.55 0.14
H 1.16 1.06 0.88 0.16
```

6.
Molecular formula: C4H4FNO
Method: DFT, ωB97M-V with the def2-TZVPD basis set

- Structure (SMILES): C#CC(=O)N(C)F
- Highest occupied orbital energy: -9.647 eV
- Relative energy (zero: lowest compared OMol25 entry of this formula, charge and spin): 4.5902 eV
- Calculated total energy: -384.50689 Eh

```
11
Properties=species:S:1:pos:R:3:nbo_charge:R:1
C 2.39 -2.58 -0.12 -0.11
C 1.87 -1.51 -0.16 -0.13
C 1.34 -0.19 -0.16 0.58
O 1.93 0.82 -0.09 -0.53
N -0.06 -0.22 0.05 -0.05
C -0.84 0.93 0.21 -0.46
F -0.76 -1.37 -0.05 -0.19
H 3.05 -3.36 -0.21 0.23
H -1.22 1.40 -0.89 0.18
H -1.76 0.71 0.80 0.23
H -0.36 1.85 0.68 0.26
```

7.
Molecular formula: C6H15N
Method: DFT, ωB97M-V with the def2-TZVPD basis set

- Structure (SMILES): CCN[C@@H](C)CC
- Highest occupied orbital energy: -8.718 eV
- Relative energy (zero: lowest compared OMol25 entry of this formula, charge and spin): 1.4258 eV
- Calculated total energy: -292.31663 Eh

```
22
Properties=species:S:1:pos:R:3:nbo_charge:R:1
C -1.10 -0.97 -2.92 -0.62
C -0.05 -0.30 -1.98 -0.23
N -0.74 -0.20 -0.61 -0.63
C 0.21 0.05 0.45 -0.03
C 0.98 1.35 0.16 -0.64
C -0.43 -0.06 1.81 -0.41
C 0.55 -0.18 2.99 -0.61
H -1.21 -0.38 -3.77 0.20
H -2.06 -1.19 -2.39 0.22
H -0.80 -1.90 -3.28 0.20
H 0.40 0.63 -2.28 0.18
H 0.74 -1.01 -1.96 0.19
H -1.38 0.54 -0.60 0.34
H 1.02 -0.80 0.23 0.17
H 0.35 2.21 0.21 0.20
H 1.75 1.45 0.96 0.21
H 1.50 1.40 -0.79 0.21
H -0.96 0.90 1.97 0.20
H -1.14 -0.95 1.80 0.22
H 1.43 -0.83 2.89 0.21
H 0.98 0.79 3.29 0.20
H -0.03 -0.56 3.83 0.21
```

8.
Molecular formula: C2H2CoLiO2
Method: DFT, ωB97M-V with the def2-TZVPD basis set

- Spin multiplicity: 4
- Highest occupied orbital energy (spin up / spin down): -12.321 / -13.906 eV
- Relative energy (zero: lowest compared OMol25 entry of this formula, charge and spin): 7.2501 eV
- Calculated total energy: -1617.62508 Eh
- Net charge: +1

```
8
Properties=species:S:1:pos:R:3:nbo_charge:R:1
C -1.67 -2.20 0.34 0.42
C -1.53 -1.79 1.73 -0.21
O -0.35 -1.22 2.11 -0.89
O -0.79 -1.79 -0.52 -0.46
H -1.53 -3.05 1.75 0.26
Co -0.70 1.25 1.75 0.79
Li -0.64 0.28 3.19 0.91
H -2.46 -1.24 2.02 0.18
```